[1]
DFT (ωB97M-V/def2-TZVPD) results for C42H26F5IMoN2O3P as an isolated structure.

```
81
Properties=species:S:1:pos:R:3:mulliken_charge:R:1
Mo 0.41379 1.38258 0.19257 -0.05
O 1.79363 2.03832 -0.83027 -0.81
C 3.02468 1.73289 -1.21808 0.51
C 3.61532 2.35055 -2.31523 -0.44
C 4.87320 1.95290 -2.72220 -0.61
C 5.55974 0.94032 -2.04584 -0.71
C 4.99650 0.34452 -0.94435 -0.86
C 3.72108 0.73275 -0.49953 0.37
C 3.20546 0.26488 0.73939 -0.22
N 2.06943 0.66865 1.24229 0.60
N 1.90802 0.51118 2.58730 -1.08
C 0.80609 1.08073 2.97588 0.40
O 0.01935 1.61011 2.05338 -0.80
C 0.45682 1.16517 4.39175 0.40
C 1.24105 0.51918 5.34911 -0.23
C 0.88584 0.58556 6.68334 -0.76
C -0.24508 1.29573 7.07045 -0.38
C -1.01913 1.94713 6.12003 -0.84
C -0.67116 1.88391 4.78258 -0.11
H 3.07869 3.13661 -2.82973 0.55
H 5.32908 2.43349 -3.57731 0.45
H 6.54384 0.64152 -2.37942 0.42
H 5.53513 -0.41188 -0.38584 0.44
H 3.83552 -0.34395 1.38102 0.44
H 2.11615 -0.02642 5.02398 0.48
H 1.49257 0.08798 7.42818 0.42
H -0.51849 1.34221 8.11630 0.44
H -1.89495 2.50210 6.42911 0.43
H -1.26495 2.38391 4.02853 0.41
I -2.38676 2.26055 0.01519 0.32
C -2.82013 1.22516 -1.80123 -0.32
C -3.22770 2.02312 -2.82864 -0.33
C -3.63073 1.44010 -4.04229 -0.88
C -3.68808 0.08359 -4.14405 -0.97
C -3.27952 -0.75037 -3.07562 1.00
C -3.41910 -2.15089 -3.19464 -0.87
C -3.04218 -2.97916 -2.18187 -1.15
C -2.38071 -2.43938 -1.07052 -0.46
C -2.16992 -1.08633 -0.91991 0.88
P -0.94457 -0.69006 0.40219 2.09
C -1.84911 -0.96058 1.95455 1.48
C -3.23024 -0.78942 2.01238 -0.93
C -3.90155 -0.95898 3.21312 -0.77
C -3.20297 -1.30928 4.35950 -0.83
C -1.82935 -1.49242 4.30629 -1.15
C -1.15164 -1.31106 3.11179 -0.86
C 0.24407 -2.06924 0.26786 0.11
C 0.19177 -3.22030 1.05454 0.09
C 1.14682 -4.21373 0.90338 -0.87
C 2.15458 -4.07561 -0.03970 -0.90
C 2.18432 -2.95598 -0.85908 -0.60
C 1.23530 -1.95790 -0.70893 -1.04
C -2.73428 -0.18711 -1.88058 0.60
H -3.26497 3.09779 -2.71130 0.46
H -3.92972 2.07391 -4.86587 0.46
H -4.06263 -0.38260 -5.04659 0.43
H -3.84232 -2.54804 -4.10886 0.45
H -3.18647 -4.04837 -2.25308 0.46
H -1.98814 -3.11934 -0.32794 0.50
H -3.78618 -0.54020 1.11723 0.40
H -4.97375 -0.81965 3.25294 0.48
H -3.73139 -1.44593 5.29388 0.44
H -1.27705 -1.76995 5.19522 0.43
H -0.08009 -1.45404 3.07879 0.83
H -0.59338 -3.34364 1.78752 0.59
H 1.08651 -5.10250 1.51779 0.49
H 2.91044 -4.84283 -0.14431 0.44
H 2.94147 -2.87052 -1.62851 0.55
H 1.24124 -1.10465 -1.37788 0.27
F 1.30925 2.89722 -6.62451 -0.33
C 0.95965 2.38244 -5.44796 0.60
C 1.10836 1.02543 -5.20557 0.41
F 1.60667 0.23836 -6.15533 -0.32
C 0.75320 0.49272 -3.98144 -0.21
F 0.92097 -0.81551 -3.75802 -0.33
C 0.25682 1.28260 -2.93741 -0.45
O -0.06981 0.73075 -1.78458 2.13
C 0.11556 2.64614 -3.22597 -0.10
F -0.36415 3.45390 -2.26320 -0.51
C 0.45731 3.19561 -4.44649 0.31
F 0.30703 4.50355 -4.64968 -0.35
```

frontier orbital gap (alpha / beta)	6.911 / 6.798	eV
2S+1	3
energy relative to the best compared isomer or geometry (same formula, charge and spin)	59.1	kJ/mol
<S²>	2.021
total charge	+1

=====

[2]
DFT (ωB97M-V/def2-TZVPD) results for C42H27F19GeN4O3RhS2Si as an isolated structure.

```
100
Properties=species:S:1:pos:R:3:mulliken_charge:R:1
Rh 0.83280 -0.86194 0.37858 1.31
C -3.50911 0.97710 0.77084 -1.85
C -2.71808 -0.20849 0.23394 1.64
C -2.22989 0.08884 -1.17553 -1.56
C -3.56079 -1.47540 0.26979 -1.46
O -1.52159 -0.44648 1.06620 1.30
Si -1.26101 -0.25750 2.68329 -0.87
S 0.95123 -0.16757 2.48439 -0.70
O -1.73797 -1.47914 3.60825 0.40
C -1.44958 -2.87995 3.83331 1.74
C -2.76830 -3.51722 4.23324 -1.77
C -0.42494 -2.95859 4.95635 -1.68
C -0.91480 -3.53295 2.57134 -1.36
O -1.78252 1.14177 3.23149 0.00
C -2.05334 1.69422 4.56035 1.62
C -0.78866 1.56525 5.39866 -1.47
C -2.41037 3.15105 4.32834 -1.73
C -3.21993 0.94586 5.19365 -1.41
H -4.33918 1.18695 0.09661 0.56
H -2.87778 1.86505 0.84128 0.39
H -3.91406 0.76370 1.76228 0.34
H -3.05592 0.44672 -1.78946 0.48
H -1.82511 -0.80675 -1.64254 0.12
H -1.45806 0.85912 -1.14875 0.37
H -4.43692 -1.34974 -0.36896 0.45
H -3.90059 -1.68282 1.28794 0.27
H -2.98888 -2.33332 -0.09809 0.19
H -3.15783 -3.04656 5.13682 0.39
H -2.62660 -4.58250 4.42737 0.43
H -3.50148 -3.40013 3.43265 0.35
H -0.81637 -2.47472 5.85268 0.36
H 0.49710 -2.45323 4.65883 0.29
H -0.19302 -3.99881 5.19204 0.48
H -1.65946 -3.49770 1.76964 0.22
H -0.66062 -4.57324 2.78243 0.73
H -0.00321 -3.03276 2.24863 -0.04
H 0.04588 2.06679 4.90289 0.33
H -0.53408 0.51007 5.55105 0.18
H -0.93732 2.02749 6.37584 0.49
H -1.59360 3.66967 3.82392 0.37
H -2.59150 3.63868 5.28850 0.43
H -3.31466 3.23275 3.72322 0.36
H -2.99584 -0.11691 5.27422 0.11
H -4.12314 1.07445 4.59186 0.34
H -3.41468 1.33958 6.19345 0.51
F -0.92265 -6.29866 -3.82629 -0.31
C -0.03453 -6.41146 -2.86211 0.21
C 0.46454 -7.66689 -2.57680 0.11
F 0.02492 -8.67473 -3.29604 -0.30
C 1.41007 -7.88317 -1.56913 0.24
C 1.80778 -6.74258 -0.85842 0.40
C 1.31882 -5.49519 -1.15858 0.46
F 1.77892 -4.47783 -0.46749 -0.08
C 0.38137 -5.27078 -2.16836 0.30
C -0.12916 -3.94395 -2.51304 0.23
C 0.26589 -2.76672 -1.86174 0.55
N 0.62581 -1.79400 -1.34862 -0.21
C -1.08059 -3.72934 -3.53930 -0.37
N -1.86994 -3.46771 -4.34343 -0.40
F 2.66639 -6.83873 0.13321 -0.30
C 1.95837 -9.20218 -1.29566 0.53
C 2.96280 -9.42760 -0.32468 -0.01
N 3.77457 -9.66972 0.46262 -0.42
C 1.53274 -10.37365 -1.96164 -0.04
N 1.21332 -11.36911 -2.45618 -0.41
F 5.09769 -1.23382 -3.60017 -0.27
C 4.92402 -1.88685 -2.45835 1.09
C 4.26266 -1.30059 -1.38098 -0.32
C 4.04148 -2.13922 -0.29585 0.18
F 3.35229 -1.71308 0.78143 -0.68
C 4.48860 -3.44259 -0.24513 0.03
F 4.24355 -4.20816 0.82412 -0.42
C 5.18855 -3.96589 -1.31339 0.85
F 5.61407 -5.21435 -1.27323 -0.33
C 5.40109 -3.18592 -2.43139 0.05
F 6.04493 -3.68280 -3.47484 -0.29
Ge 3.72051 0.63402 -1.36786 0.91
S 1.68724 1.02569 -0.53547 -0.77
C 3.81426 1.39670 -3.17959 -0.12
C 5.07716 1.63100 -3.70675 0.41
F 6.15151 1.31954 -2.96855 -0.44
C 5.26390 2.17102 -4.95701 0.22
F 6.48258 2.38087 -5.44061 -0.29
C 4.14983 2.49292 -5.71577 0.59
F 4.30461 3.00158 -6.92499 -0.28
C 2.87844 2.28360 -5.21926 0.03
F 1.81854 2.59771 -5.95609 -0.28
C 2.72320 1.73914 -3.95763 -0.12
F 1.48178 1.53524 -3.50907 -0.23
C 4.91168 1.69824 -0.18684 0.03
C 5.17401 1.23374 1.09317 -0.04
F 4.67141 0.04641 1.46801 -0.31
C 5.92277 1.93702 2.01053 -0.21
F 6.13096 1.45641 3.23312 -0.28
C 6.45346 3.15889 1.64208 0.81
F 7.18362 3.84660 2.50049 -0.28
C 6.19495 3.67260 0.38574 -0.02
F 6.68025 4.86023 0.04490 -0.27
C 5.41726 2.95307 -0.50127 0.51
F 5.14078 3.53283 -1.67095 -0.28
```

frontier orbital gap (alpha / beta)	6.857 / 4.328	eV
2S+1	5
<S²>	6.056
total charge	+1

=====

Number 1: F_max 2.6 eV/A. Number 2: F_max 2.5 eV/A.